(1)
2 unconnected molecules or ions with the total composition C9H13N2, computed with ωB97M-V/def2-TZVPD.

Values from the calculation:
DFT total energy (eV): -12511.2854
Kohn-Sham gap (Eh): 0.26353
Relative energy (zero: lowest compared OMol25 entry of this formula, charge and spin) (eV): 6.335

Geometry as ORCA input:
```
! wB97M-V def2-TZVPD RIJCOSX def2/J DEFGRID3
* xyz 1 1
H 5.36034 0.53242 -0.12414
H 2.22025 -2.28953 0.11429
C 1.60132 -0.12445 -0.05097
C 2.17456 1.20168 -0.03169
H -2.92572 -0.17243 0.84808
C 0.22847 -0.40029 0.17083
C 3.84485 -0.99677 0.09435
C 2.45790 -1.23110 -0.00193
N -3.79122 0.26736 0.41246
H -3.44914 -1.24327 -0.80839
H 4.12699 2.26988 -0.07401
H 0.15547 -1.33538 0.58487
C 3.54115 1.39844 -0.12243
H -5.05487 -0.49575 -0.93987
H 4.33380 -1.93746 0.20880
C 4.37749 0.26152 -0.05280
H -4.40991 0.58369 1.23257
H 1.44002 2.11542 -0.00246
H -0.33467 1.16723 -0.36926
C -3.12319 1.44697 -0.06692
H -2.91471 1.12678 -1.04737
H -4.71148 -1.58818 0.31146
N -0.79196 0.36215 0.03218
C -4.35575 -0.91894 -0.31764
*
```

***

(2)
A molecular structure, C13H6IPtS5, computed with ωB97M-V/def2-TZVPD.

Values from the calculation:
⟨S²⟩: 6.074
DFT total energy (eV): -79086.4104
Kohn-Sham gap (spin up / spin down) (Eh): 0.18263 / 0.19051
Relative energy (zero: lowest compared OMol25 entry of this formula, charge and spin) (eV): 6.070

Geometry as ORCA input:
```
! wB97M-V def2-TZVPD RIJCOSX def2/J DEFGRID3
* xyz 1 5
H 7.89140 14.92501 5.92565
C 10.04264 14.69028 5.85713
H 12.52652 9.61574 6.11954
C 8.78716 12.88325 6.52338
I 7.16446 12.51731 7.98308
C 12.12199 11.68970 5.94385
C 5.85614 4.88149 9.69633
C 7.36347 7.26987 9.46552
S 7.41165 5.71411 10.18684
S 5.83771 9.08078 7.99432
C 11.18510 13.86808 5.76948
C 10.85509 9.85727 7.32510
S 5.49963 3.39324 9.79613
H 12.20000 13.99364 5.49420
S 5.02984 6.24962 8.83253
C 11.00078 12.54134 6.03635
H 10.94451 8.79760 7.60433
C 9.79078 10.78900 7.49910
C 6.02142 7.49464 8.66482
C 8.72467 14.09216 5.90947
H 10.19704 15.76482 5.81050
C 9.75226 11.99381 6.65015
Pt 7.98912 10.11652 8.19131
C 11.85660 10.40048 6.43614
S 8.71353 8.23172 9.57560
H 13.08360 11.94214 6.75069
*
```

***

(3)
A molecular structure, C15H17ClFeNO8S, computed with ωB97M-V/def2-TZVPD.

Values from the calculation:
⟨S²⟩: 8.757
DFT total energy (eV): -91448.1806
Kohn-Sham gap (spin up / spin down) (Eh): 0.25259 / 0.25162
Relative energy (zero: lowest compared OMol25 entry of this formula, charge and spin) (eV): 0.000

Geometry as ORCA input:
```
! wB97M-V def2-TZVPD RIJCOSX def2/J DEFGRID3
* xyz -2 6
H -2.63440 3.30226 1.36924
H -3.62637 -3.45279 2.03706
C -1.91886 -2.89093 4.10822
S -1.08326 0.49671 -2.37113
C -1.75052 2.73274 1.67013
C 2.55744 -1.03176 -0.89422
C 3.15446 0.79565 2.35242
H 5.13751 -0.75995 -0.57663
O 1.37363 -1.26844 -1.01832
H 2.57911 1.20650 3.17188
H -0.91042 2.64999 -0.16788
H -3.59632 -4.82496 3.17045
O -1.46002 -0.79667 -1.65841
C -0.59806 -2.27337 1.01282
O 1.13373 0.28010 1.28538
C -1.68282 -3.82204 2.90948
H -0.68334 -5.70624 2.50727
Fe -0.35002 -0.41861 0.04914
H 0.13155 2.44971 1.02300
C -0.84858 -5.03093 3.34852
N -0.66405 3.01740 0.74890
H 5.06412 1.25355 3.18454
H 0.12529 -4.70662 3.71866
C 5.25476 0.26373 1.28736
H -2.45165 -3.42330 4.90517
C -3.04148 -4.30478 2.38141
O -1.74124 0.35708 1.11946
C 2.40269 0.23098 1.26008
O -0.25922 0.23313 -3.53612
C 4.58767 -0.30869 0.24218
H -2.90331 -4.98722 1.54111
H -2.50289 -2.02331 3.80012
O -2.23675 1.33043 -2.62672
O -0.20565 1.09768 -1.24683
H -1.49586 3.09783 2.66881
Cl 7.00625 0.31461 1.33154
C 4.52153 0.81650 2.35444
C -2.23431 1.28715 1.85651
H 3.26044 -1.39643 -1.66436
O -3.13577 1.10210 2.67173
C 3.18407 -0.33496 0.21486
H -1.35967 -5.58242 4.14560
C -1.00005 -3.05632 1.85334
H -0.96597 -2.53313 4.50113
*
```

***

(4)
A single C10H7NO2 molecule, computed with ωB97M-V/def2-TZVPD.

Values from the calculation:
DFT total energy (eV): -16062.7225
Kohn-Sham gap (Eh): 0.33176
SMILES: O=Cc1c(O)ccc2cnccc12
Relative energy (zero: lowest compared OMol25 entry of this formula, charge and spin) (eV): 5.681

Geometry as ORCA input:
```
! wB97M-V def2-TZVPD RIJCOSX def2/J DEFGRID3
* xyz 0 1
C -0.33815 -0.41893 -0.03596
H 1.68935 2.54298 -1.26421
O -0.40170 -0.23764 2.99988
C 0.90380 0.67729 -1.76021
C 0.91046 1.61204 0.47361
H -0.04704 -1.33952 -3.34777
C 0.11329 -0.40498 -1.40701
C 0.06467 0.70504 0.77393
O 1.34492 2.72461 1.18600
N -0.93604 -2.40863 -1.91308
H -0.90083 1.52269 2.41327
H -2.02064 -3.10167 -0.50772
H -1.32710 -1.44070 1.30476
C -1.36897 -2.48825 -0.55956
C -1.17653 -1.43987 0.45006
H 0.98123 2.74649 2.11408
C -0.36065 0.71880 2.22582
C -0.21710 -1.41411 -2.15308
C 1.36535 1.64661 -0.98068
H 1.25457 0.87253 -2.96934
*
```

***

(5)
A molecular structure, C35H52IrO2P4, computed with ωB97M-V/def2-TZVPD.

Values from the calculation:
⟨S²⟩: 6.019
DFT total energy (eV): -81198.2424
Kohn-Sham gap (spin up / spin down) (Eh): 0.17161 / 0.13662
Relative energy (zero: lowest compared OMol25 entry of this formula, charge and spin) (eV): 0.344

Geometry as ORCA input:
```
! wB97M-V def2-TZVPD RIJCOSX def2/J DEFGRID3
* xyz 3 5
H -1.05960 -1.72965 -5.38607
H 3.65172 1.42497 -0.66072
C 2.97184 -3.83979 2.56248
H 2.32188 2.39231 -1.62973
C 3.04979 -5.23724 2.66836
H 4.16723 -0.83113 -0.47458
H -1.61572 -2.73345 -0.24465
H -2.98684 0.65120 1.41816
C 2.90109 -3.05393 3.72576
P -1.06192 -0.45644 0.37783
H -0.17610 1.44100 3.01484
H -3.41169 3.90108 -0.00476
H -0.94941 2.90883 2.46972
H -1.20223 -1.04341 2.73810
P 2.93955 -3.00059 0.94736
H 2.89416 -5.54256 6.05384
H -1.58954 -1.66387 -1.68471
C 2.58235 1.66323 1.62087
H -1.48552 3.75835 -3.17467
C 6.96622 -3.41651 0.23383
C 0.46962 1.38831 -3.53399
H -0.14399 -6.07117 -2.69069
H 8.29464 -2.03248 -0.76400
C 0.46876 -5.50034 -1.98781
P -1.79616 2.42705 -1.14599
H 3.29716 -3.60243 -1.84310
H 1.73504 4.14518 -0.36632
C -0.80048 0.44541 -5.39684
H 6.52277 -0.33851 -1.14976
H 5.42142 -4.60157 1.18244
H -0.78814 -6.00709 -0.27279
C -2.83080 -0.26357 0.83660
H -2.36073 3.03289 1.16679
H -3.76250 1.03383 -1.69932
C 4.65107 -2.72945 0.40049
C 2.93152 -5.06779 5.07626
C 2.04758 -4.07628 -0.17916
C 4.96206 -1.54641 -0.27897
H 2.50502 0.57528 1.54562
O 2.26939 -1.64115 1.02558
C 2.54058 0.35554 -2.26335
H 2.84510 0.59287 -3.33838
C 0.13431 -5.50768 -0.63331
H -3.09921 -1.13057 1.48055
P 1.02548 2.42512 1.17363
C -1.07713 -1.90705 -0.74486
C -2.87346 1.41581 -2.23312
H -3.47203 -0.24927 -0.06133
C -0.32263 1.55584 -4.66429
H 3.08376 -6.92265 3.98956
C -0.40187 -1.09845 1.97385
H 2.97446 1.94623 2.59980
H 1.75984 -4.70537 -3.50334
H 3.10777 -5.85332 1.76665
H -3.22864 2.00224 -3.09186
H -0.54845 2.57599 -4.96706
H -2.29694 0.58208 -2.63151
C 6.27517 -1.28166 -0.67125
C 7.27231 -2.22941 -0.43247
C 2.87082 -3.67652 4.97944
O 1.15396 -2.21834 -3.85368
H 0.47922 -0.51814 2.28345
H 2.78333 -3.06228 5.86751
H 1.81278 4.74711 1.29317
H 0.67519 -4.84582 1.35927
H 3.33686 1.96956 0.90121
H -3.70571 2.19210 0.37344
C 0.02073 2.45328 2.66301
C 2.37310 -4.08693 -1.53581
Ir 0.04705 1.34044 -0.51950
H -0.39056 4.27499 -1.82286
C -1.39950 3.94210 -2.08871
C 1.23222 4.12980 0.60418
H 7.73601 -4.15963 0.41879
H 0.46333 -0.12726 -2.02984
H 0.26153 4.61201 0.46743
C 1.56169 -4.74644 -2.43930
C 5.65923 -3.66931 0.66721
C 0.87740 0.06079 -3.05660
C 2.76466 1.42140 -1.35890
H -0.04893 -2.21201 -0.99242
H 0.70285 2.22260 -2.86254
C 0.92708 -4.81729 0.28772
C 0.49104 -1.03555 -4.03120
C 3.03512 -5.84480 3.92350
H 2.85222 -1.95533 3.64117
C -0.49084 -0.87461 -5.00429
H -0.03977 -2.12307 1.80038
H 0.49867 3.01439 3.47309
H -2.07186 4.77240 -1.82195
H -1.39810 0.61723 -6.30575
C -2.91954 2.94346 0.22658
H 3.03744 -0.61291 -1.94556
H 1.71879 -2.37889 -4.60902
*
```

***

(6)
2 unconnected molecules or ions with the total composition C3H8O3S2, computed with ωB97M-V/def2-TZVPD.

Values from the calculation:
⟨S²⟩: 0.754
DFT total energy (eV): -31045.1029
Kohn-Sham gap (spin up / spin down) (Eh): 0.38499 / 0.23205
Relative energy (zero: lowest compared OMol25 entry of this formula, charge and spin) (eV): 0.354

Geometry as ORCA input:
```
! wB97M-V def2-TZVPD RIJCOSX def2/J DEFGRID3
* xyz 1 2
S 2.00557 1.92447 0.17207
C -1.05960 1.63754 0.23743
O -1.28973 -1.93913 -0.42233
H -1.22131 -2.75019 0.10243
C -0.98296 -0.86925 0.32550
H -1.88830 1.62010 0.95747
H 2.44979 0.68004 0.41169
H 1.41520 -1.49508 -0.66743
S 0.34854 1.78057 1.37799
O -0.89921 -0.89955 1.52713
H -1.67703 0.27919 -1.32928
C -0.93183 0.34758 -0.54523
H -1.25487 2.49086 -0.41891
O 2.32939 -1.79653 -0.68336
H 2.68349 -1.38698 0.10387
H -0.02715 0.37636 -1.14905
*
```